[1]
Formula: C9H21CeClNO5P2
Source: OMol25
Level of theory: ωB97M-V/def2-TZVPD

- frontier orbital gap (spin up / spin down) (eV) = 5.25 / 5.25
- LUMO level (spin up / spin down) (eV) = -13.8596 / -13.8565
- energy relative to the best compared isomer or geometry (same formula, charge and spin) (kcal per mole) = 87.6
- net charge = +3

Geometry as XYZ:
```
40
Properties=species:S:1:pos:R:3:forces:R:3:mulliken_charge:R:1
C 0.380 -0.178 -6.600 0.256 0.138 0.289 -1.06
C 0.113 0.261 -5.183 0.810 -0.073 -0.546 0.75
H 1.461 -0.208 -6.780 -0.318 0.045 0.102 0.31
H -0.099 0.522 -7.294 0.015 -0.136 0.118 0.36
H -0.057 -1.169 -6.761 -0.011 0.188 0.010 0.36
O 0.919 0.543 -4.340 -0.855 -0.258 0.064 -0.46
Cl -1.644 0.329 -4.832 0.070 0.022 0.428 -0.18
Ce -0.151 -0.018 -0.193 -6.466 -0.703 -2.540 0.68
P -0.220 2.452 -0.259 -0.271 3.848 0.247 0.96
C 1.046 3.368 0.539 1.107 0.136 0.732 -1.23
C -0.228 2.857 -1.990 0.221 -0.826 -0.713 -1.24
H -0.420 3.929 -2.058 -0.060 0.104 -0.125 0.47
H -1.896 4.027 0.192 -0.129 0.082 -0.045 0.46
H -1.005 2.294 -2.528 0.054 0.289 -0.053 0.42
H -2.625 2.403 -0.058 0.035 0.355 0.038 0.47
H 2.034 3.110 0.134 -0.159 0.232 0.008 0.43
H 0.739 2.616 -2.450 -0.141 0.185 -0.039 0.47
C -1.800 2.962 0.410 -0.524 -0.880 0.532 -1.30
H 0.831 4.422 0.351 0.141 0.141 0.062 0.45
H -1.839 2.793 1.496 0.035 0.172 -0.225 0.45
H 1.059 3.176 1.621 -0.101 0.140 -0.199 0.41
P -0.003 -2.472 0.087 0.012 -3.614 0.987 0.95
C 1.329 -3.152 1.005 1.130 0.018 0.659 -1.22
C -1.538 -3.019 0.832 -0.608 0.836 0.330 -1.26
H -0.786 -2.708 -2.172 0.069 -0.336 0.013 0.50
H -0.059 -4.201 -1.481 -0.043 -0.135 -0.186 0.43
H 0.986 -2.861 -2.058 -0.117 -0.261 0.011 0.48
C 0.037 -3.119 -1.569 0.152 0.746 -0.812 -1.27
H -2.406 -2.605 0.295 0.072 -0.342 0.099 0.47
H -1.541 -4.109 0.765 -0.120 -0.073 -0.034 0.47
H 1.207 -4.238 0.970 0.153 -0.086 0.077 0.47
H 1.319 -2.809 2.049 -0.133 -0.152 -0.189 0.37
H -1.600 -2.705 1.884 0.099 -0.176 -0.214 0.41
H 2.295 -2.873 0.561 -0.134 -0.243 0.053 0.43
C 1.644 0.148 0.926 15.211 1.436 11.533 0.48
O 2.644 0.239 1.719 -9.334 -0.855 -7.688 -0.17
O -0.005 1.130 3.964 0.465 -3.337 -1.910 -0.41
N 0.009 0.002 3.421 -0.799 0.003 5.529 0.69
O -0.006 -1.130 3.966 0.469 3.272 -1.833 -0.42
O -0.146 -0.008 2.109 -0.258 0.098 -4.572 -0.41
```
Positions in Å, forces in eV/Å.

[2]
Formula: C9H21ClIIrO3P2
Source: OMol25
Level of theory: ωB97M-V/def2-TZVPD

- frontier orbital gap (spin up / spin down) (eV) = 4.50 / 4.85
- LUMO level (spin up / spin down) (eV) = -11.5411 / -14.3320
- 2S+1 = 6
- net charge = +3

Geometry as XYZ:
```
38
Properties=species:S:1:pos:R:3:forces:R:3:lowdin_spin:R:1
C 0.869 2.554 -0.806 0.904 -0.893 -0.165 0.13
C 0.825 3.146 0.606 -0.435 -0.566 0.193 0.51
H 0.571 3.206 -1.607 -0.539 0.655 -0.074 0.01
H 0.335 1.570 -0.815 0.146 1.317 0.059 0.01
H 1.908 2.250 -1.115 -0.993 0.569 0.563 0.01
O 1.159 4.099 1.232 -0.124 -0.536 -0.980 0.34
I -0.557 2.853 4.103 0.204 0.366 -0.033 1.88
Ir -0.831 -1.493 -0.349 3.652 0.706 1.411 1.18
P -2.784 -1.503 -1.339 -2.814 -0.707 0.294 0.03
C -4.190 -1.092 -0.169 1.191 0.018 -0.707 0.00
C -2.968 -0.587 -2.862 0.408 -0.111 0.308 0.00
H -2.119 -3.500 -2.405 -0.420 -0.586 1.261 0.00
H -3.685 -3.737 -1.386 0.656 -0.065 -0.118 0.01
H -2.109 -3.670 -0.474 -0.374 -0.184 -1.188 0.02
C -2.647 -3.341 -1.420 -0.069 0.811 -0.505 0.07
H -2.036 -0.780 -3.424 -0.531 0.571 -0.101 0.00
H -3.850 -0.925 -3.414 0.098 -0.114 0.030 0.00
H -5.167 -1.298 -0.580 -0.190 -0.304 -0.476 0.00
H -4.139 -0.002 -0.031 -0.131 -0.433 0.421 0.00
H -3.143 0.461 -2.546 0.412 -0.370 -0.482 0.00
H -4.055 -1.715 0.733 -0.135 0.575 -0.193 0.00
C -1.757 -0.506 1.046 -3.498 5.333 2.911 0.04
O -2.339 0.335 1.641 3.565 -4.782 -2.630 0.06
Cl 0.788 -2.312 -1.641 -0.895 0.020 -0.276 0.51
C 3.649 1.785 0.319 -1.053 -0.898 -0.512 0.00
P 2.504 0.365 0.992 2.556 0.120 0.201 0.02
C 3.202 -1.310 0.752 0.160 0.485 0.359 0.01
C 2.502 0.896 2.763 -0.069 0.065 0.674 0.05
O 1.175 -0.026 0.401 -2.626 0.632 -0.381 0.08
H 3.222 2.777 0.263 -0.489 0.107 0.872 0.00
H 3.900 1.692 -0.737 0.489 -0.827 0.038 0.00
H 4.524 1.873 0.957 0.155 -0.504 -0.032 0.00
H 4.178 -1.571 1.104 0.580 0.007 0.428 0.00
H 2.428 -1.954 1.182 0.337 0.044 0.223 0.00
H 3.173 -1.503 -0.312 0.114 0.209 -0.324 0.00
H 1.422 1.246 3.027 1.744 -0.429 -0.418 0.04
H 2.744 -0.020 3.395 -0.292 1.290 -0.552 0.00
H 3.299 1.737 2.916 -1.694 -1.593 -0.095 0.00
```
Positions in Å, forces in eV/Å.

[3]
Formula: C9H21ClLuN8O3S2
Source: OMol25
Level of theory: ωB97M-V/def2-TZVPD

- frontier orbital gap (eV) = 6.95
- LUMO level (eV) = -3.6067
- energy relative to the best compared isomer or geometry (same formula, charge and spin) (kcal per mole) = 0.0
- net charge = +1

Geometry as XYZ:
```
45
Properties=species:S:1:pos:R:3:forces:R:3:mulliken_charge:R:1
Lu 0.542 -0.585 0.215 -0.483 -0.293 1.924 1.56
N -0.865 -2.560 0.938 -0.684 0.514 0.995 -0.45
N -0.558 -3.101 2.217 -0.578 -0.154 0.645 -0.25
C 0.647 -2.869 2.794 -1.626 0.608 0.943 0.65
N 0.607 -2.920 4.138 -0.597 -0.521 -0.318 -0.40
S 1.945 -2.485 1.832 0.911 0.327 -0.272 -0.50
H -1.897 -2.345 0.950 1.253 -0.187 -0.295 0.23
H -0.613 -3.260 0.261 -0.444 -0.367 -0.543 0.32
H -1.346 -3.326 2.836 0.395 0.303 -0.705 0.26
H -0.281 -3.074 4.631 0.742 0.195 -0.462 0.20
H 1.397 -2.736 4.720 0.500 0.011 -0.119 0.22
N 2.212 -1.626 -1.359 0.610 -0.610 -0.499 -0.55
C 1.483 -1.858 -2.647 -0.549 0.428 -0.142 -0.45
C 0.084 -1.184 -2.623 0.530 0.526 -2.146 0.51
O -0.367 -0.718 -3.657 0.303 -0.420 0.488 -0.69
O -0.513 -1.150 -1.486 -0.176 -0.161 0.852 -0.61
H 2.976 -0.954 -1.537 -0.564 -0.358 0.153 0.22
H 2.710 -2.515 -1.159 -0.487 0.879 0.313 0.29
H 1.251 -2.922 -2.786 0.401 0.171 0.059 0.32
H 2.057 -1.478 -3.508 -0.383 -0.299 0.306 0.33
C -2.225 1.844 -2.828 -1.160 -0.742 -0.605 -0.98
C -3.069 1.391 -1.674 -1.586 -0.724 1.089 0.77
N -4.324 0.956 -1.690 1.544 0.664 -1.064 -0.80
N -4.593 0.498 -0.444 0.365 0.159 -0.122 0.20
C -3.550 0.592 0.404 0.346 0.224 -0.882 -0.01
S -3.418 -0.081 1.904 0.387 -0.154 0.550 -0.36
N -2.606 1.280 -0.359 -0.559 -0.602 -0.819 0.12
N -1.253 1.473 -0.038 0.066 -1.614 1.467 -0.31
H -2.931 1.994 -3.672 0.479 0.089 0.496 0.33
H -1.546 1.028 -3.156 -0.217 0.502 0.422 0.12
H -1.702 2.774 -2.638 0.120 0.120 0.071 0.38
H -5.458 -0.017 -0.275 0.571 0.402 0.051 0.21
H -1.155 1.480 1.005 -0.248 0.389 -0.493 0.30
H -0.962 2.334 -0.448 0.112 0.759 -0.095 0.14
C 1.857 3.265 -0.011 0.129 1.202 0.489 -0.92
C 2.522 2.063 0.481 -1.198 -3.399 -0.223 0.81
C 3.697 2.119 1.395 0.125 -0.006 -1.032 -1.14
O 2.085 0.911 0.096 1.463 3.087 0.687 -0.46
H 2.389 4.112 0.459 -0.397 -0.057 -0.758 0.39
H 0.815 3.325 0.360 0.428 -0.276 -0.326 0.18
H 1.912 3.259 -1.115 -0.175 0.260 0.483 0.33
H 4.332 2.975 1.105 -0.248 -0.298 0.299 0.43
H 4.220 1.184 1.179 0.188 0.113 0.725 0.33
H 3.382 2.232 2.446 0.020 -0.210 -0.396 0.28
Cl 0.112 0.676 2.739 0.370 -0.482 -1.194 -0.56
```
Positions in Å, forces in eV/Å.

Which formula does entry 1 have? C9H21CeClNO5P2

Copy entry 2 word for word.
Formula: C9H21ClIIrO3P2
Source: OMol25
Level of theory: ωB97M-V/def2-TZVPD

- frontier orbital gap (spin up / spin down) (eV) = 4.50 / 4.85
- LUMO level (spin up / spin down) (eV) = -11.5411 / -14.3320
- 2S+1 = 6
- net charge = +3

Geometry as XYZ:
```
38
Properties=species:S:1:pos:R:3:forces:R:3:lowdin_spin:R:1
C 0.869 2.554 -0.806 0.904 -0.893 -0.165 0.13
C 0.825 3.146 0.606 -0.435 -0.566 0.193 0.51
H 0.571 3.206 -1.607 -0.539 0.655 -0.074 0.01
H 0.335 1.570 -0.815 0.146 1.317 0.059 0.01
H 1.908 2.250 -1.115 -0.993 0.569 0.563 0.01
O 1.159 4.099 1.232 -0.124 -0.536 -0.980 0.34
I -0.557 2.853 4.103 0.204 0.366 -0.033 1.88
Ir -0.831 -1.493 -0.349 3.652 0.706 1.411 1.18
P -2.784 -1.503 -1.339 -2.814 -0.707 0.294 0.03
C -4.190 -1.092 -0.169 1.191 0.018 -0.707 0.00
C -2.968 -0.587 -2.862 0.408 -0.111 0.308 0.00
H -2.119 -3.500 -2.405 -0.420 -0.586 1.261 0.00
H -3.685 -3.737 -1.386 0.656 -0.065 -0.118 0.01
H -2.109 -3.670 -0.474 -0.374 -0.184 -1.188 0.02
C -2.647 -3.341 -1.420 -0.069 0.811 -0.505 0.07
H -2.036 -0.780 -3.424 -0.531 0.571 -0.101 0.00
H -3.850 -0.925 -3.414 0.098 -0.114 0.030 0.00
H -5.167 -1.298 -0.580 -0.190 -0.304 -0.476 0.00
H -4.139 -0.002 -0.031 -0.131 -0.433 0.421 0.00
H -3.143 0.461 -2.546 0.412 -0.370 -0.482 0.00
H -4.055 -1.715 0.733 -0.135 0.575 -0.193 0.00
C -1.757 -0.506 1.046 -3.498 5.333 2.911 0.04
O -2.339 0.335 1.641 3.565 -4.782 -2.630 0.06
Cl 0.788 -2.312 -1.641 -0.895 0.020 -0.276 0.51
C 3.649 1.785 0.319 -1.053 -0.898 -0.512 0.00
P 2.504 0.365 0.992 2.556 0.120 0.201 0.02
C 3.202 -1.310 0.752 0.160 0.485 0.359 0.01
C 2.502 0.896 2.763 -0.069 0.065 0.674 0.05
O 1.175 -0.026 0.401 -2.626 0.632 -0.381 0.08
H 3.222 2.777 0.263 -0.489 0.107 0.872 0.00
H 3.900 1.692 -0.737 0.489 -0.827 0.038 0.00
H 4.524 1.873 0.957 0.155 -0.504 -0.032 0.00
H 4.178 -1.571 1.104 0.580 0.007 0.428 0.00
H 2.428 -1.954 1.182 0.337 0.044 0.223 0.00
H 3.173 -1.503 -0.312 0.114 0.209 -0.324 0.00
H 1.422 1.246 3.027 1.744 -0.429 -0.418 0.04
H 2.744 -0.020 3.395 -0.292 1.290 -0.552 0.00
H 3.299 1.737 2.916 -1.694 -1.593 -0.095 0.00
```
Positions in Å, forces in eV/Å.

What is the formula in the first record? C9H21CeClNO5P2